The following is a DFT calculation (ωB97M-V/def2-TZVPD) of a molecular structure, C8H32Fe2O20S3 in a non-equilibrium geometry.

Element x y z (Å)
Fe1 -2.634 -1.336 -2.445
Fe2 0.771 -2.195 0.717
S1 -0.685 -0.023 -0.018
O1 0.535 -0.667 -0.412
O2 -1.758 -0.288 -1.025
O3 -0.699 -0.987 1.028
O4 -0.449 1.301 0.555
S2 -4.947 0.087 -2.364
O5 -4.272 -0.933 -1.579
O6 -3.856 -0.014 -3.274
O7 -6.190 -0.478 -2.944
O8 -5.059 1.352 -1.609
S3 -1.303 -3.464 -1.507
O9 -0.331 -3.229 -0.390
O10 -2.574 -2.829 -1.239
O11 -1.114 -2.437 -2.560
O12 -1.336 -4.811 -2.004
C1 4.923 0.717 0.100
O13 3.778 0.224 -0.517
H1 4.793 1.012 1.141
H2 5.687 -0.059 0.070
H3 5.230 1.661 -0.351
H4 3.056 0.799 -0.254
C2 -1.488 1.150 -4.309
O14 -1.249 -0.156 -3.844
H5 -2.454 1.389 -4.753
H6 -1.252 1.931 -3.586
H7 -0.711 1.282 -5.063
H8 -0.485 -0.491 -4.319
C3 -0.102 -3.075 3.952
O15 -0.200 -3.088 2.599
H9 0.238 -2.144 4.405
H10 -1.121 -3.010 4.334
H11 0.573 -3.821 4.372
H12 -0.964 -3.643 2.430
C4 2.363 3.539 0.567
O16 2.156 2.154 0.949
H13 1.696 4.154 1.171
H14 3.429 3.768 0.560
H15 2.075 3.561 -0.484
H16 1.205 2.054 1.032
C5 2.398 -2.933 -1.965
O17 2.563 -2.329 -0.659
H17 3.341 -3.406 -2.237
H18 1.714 -3.780 -1.901
H19 1.984 -2.288 -2.740
H20 3.411 -1.881 -0.700
C6 -2.657 0.826 3.004
O18 -2.424 2.090 2.549
H21 -3.214 0.254 2.262
H22 -1.726 0.285 3.170
H23 -3.256 0.871 3.914
H24 -1.804 2.021 1.819
C7 1.943 -0.133 2.796
O19 2.130 -1.370 2.015
H25 2.845 0.465 2.668
H26 1.020 0.335 2.454
H27 1.779 -0.348 3.852
H28 2.843 -1.817 2.476
C8 -1.560 4.325 -0.326
O20 -0.491 3.574 -0.873
H29 -1.697 5.326 -0.735
H30 -2.470 3.727 -0.283
H31 -1.399 4.503 0.737
H32 -0.546 2.724 -0.430

The total energy is -151038.2688 eV. The LUMO energy (alpha / beta) comes out at -1.20 / -2.77 eV. The expectation value of S² is 30.017. The multiplicity is 11. For the gap between HOMO and LUMO (alpha / beta), the calculation gives 0.263 / 0.204 Eh.